[1]
This record from OMol25 describes a structure of composition C26H27IN8O5STi in a non-equilibrium geometry. The level of theory is the ωB97M-V functional and the def2-TZVPD basis.

Positions of all 69 atoms, in Å:
1 I 7.351 4.165 -1.163
2 Ti 0.007 -0.408 -0.160
3 S 0.083 1.475 -2.013
4 O 3.175 -1.109 1.050
5 O 1.687 0.221 0.067
6 O 0.806 -2.112 -0.425
7 O 2.386 -3.574 -0.462
8 O 2.427 -1.932 -1.879
9 N -1.844 -2.232 -0.371
10 N -0.312 1.666 1.007
11 N -0.485 -1.008 1.796
12 N -2.249 0.294 0.004
13 N -0.613 -0.429 -3.700
14 N -0.321 -1.263 -2.613
15 N -0.439 1.687 -4.580
16 N 1.980 -2.573 -0.953
17 C -1.387 2.420 0.755
18 C -2.542 -4.491 -0.655
19 C -3.941 -2.701 -1.409
20 C -1.532 3.705 1.253
21 C -3.711 -4.062 -1.267
22 C 5.287 0.697 0.376
23 C -3.108 -0.330 -1.025
24 C -2.979 -1.822 -0.938
25 C 5.896 2.783 -0.636
26 C 3.950 0.935 0.055
27 C -0.530 4.223 2.055
28 C 0.436 -1.624 2.559
29 C -0.359 0.878 -3.529
30 C -1.629 -3.542 -0.226
31 C -1.720 -0.795 2.258
32 C 0.648 2.168 1.795
33 C 0.142 -2.037 3.843
34 C -2.076 -1.186 3.539
35 C -2.730 -0.121 1.369
36 C 2.974 -0.092 0.443
37 C 4.562 3.028 -0.954
38 C 3.592 2.106 -0.610
39 C -2.421 1.758 -0.102
40 C 0.574 3.434 2.343
41 C -1.134 -1.812 4.338
42 C 6.258 1.618 0.032
43 H -0.614 1.348 -5.513
44 H -3.431 2.038 0.214
45 H 0.903 -2.527 4.432
46 H -3.584 -0.792 1.255
47 H 4.288 3.937 -1.470
48 H -2.306 2.055 -1.144
49 H 1.499 1.530 1.984
50 H -0.690 -3.824 0.234
51 H 5.559 -0.214 0.892
52 H -4.851 -2.328 -1.860
53 H -1.396 -2.125 5.340
54 H 0.622 -1.641 -2.719
55 H -0.997 -2.017 -2.568
56 H -3.080 -1.003 3.898
57 H -0.612 5.222 2.460
58 H 7.294 1.432 0.280
59 H 1.371 3.789 2.980
60 H -4.149 -0.016 -0.890
61 H -2.785 0.041 -2.003
62 H -2.336 -5.542 -0.513
63 H -2.419 4.278 1.018
64 H -3.104 0.761 1.894
65 H -0.247 2.668 -4.461
66 H 1.410 -1.769 2.107
67 H 2.559 2.300 -0.864
68 H -4.439 -4.780 -1.620
69 H -0.629 -0.826 -4.631

- charge = +2
- frontier orbital gap (eV) = 6.18
- E_HOMO (eV) = -12.72
- ΔE to the lowest compared entry with this formula, charge and spin (kJ/mol) = 38.5

[2]
This record from OMol25 describes the molecule C26H27N5O3S in a non-equilibrium geometry. The level of theory is the ωB97M-V functional and the def2-TZVPD basis.

Positions of all 62 atoms, in Å:
1 S 1.265 -1.272 1.570
2 O -3.911 -3.572 1.812
3 O -0.579 1.847 1.775
4 O -2.140 -2.673 2.839
5 N -1.546 -0.181 2.229
6 N -0.755 -0.257 -1.532
7 N 1.027 0.500 -0.515
8 N 1.578 0.524 -4.281
9 N -0.504 -1.076 -0.500
10 C 3.234 3.257 0.534
11 C -2.446 -5.475 1.405
12 C 1.507 1.529 -3.361
13 C 2.828 0.508 -4.811
14 C -4.473 1.096 0.382
15 C 4.488 2.674 0.398
16 C 4.568 1.353 -0.029
17 C 2.083 2.550 0.240
18 C 2.734 2.142 -3.297
19 C -2.784 -0.107 1.605
20 C -3.122 -2.546 2.127
21 C 0.275 1.774 -2.547
22 C 3.572 1.495 -4.223
23 C -3.580 -1.269 1.544
24 C 0.143 0.693 -1.535
25 C 0.493 -0.330 -4.677
26 C 0.558 -0.628 0.104
27 C -4.815 -1.212 0.899
28 C 3.429 0.632 -0.327
29 C -0.527 0.706 2.186
30 C -3.249 1.068 1.017
31 C -5.264 -0.042 0.324
32 C 2.186 1.238 -0.198
33 C 5.734 3.452 0.689
34 C 0.780 0.109 2.686
35 C -3.519 -4.859 2.290
36 H -6.222 -0.015 -0.172
37 H 4.598 1.729 -4.428
38 H 3.494 -0.392 -0.661
39 H -1.353 -1.118 2.597
40 H -2.635 1.952 1.059
41 H 6.173 3.809 -0.243
42 H 0.364 2.741 -2.051
43 H -1.545 -4.866 1.434
44 H 3.153 4.278 0.877
45 H -0.044 -0.704 -3.804
46 H 5.535 0.884 -0.133
47 H 5.519 4.314 1.315
48 H -0.215 0.211 -5.312
49 H 6.472 2.827 1.186
50 H -2.209 -6.474 1.761
51 H 1.565 0.865 2.684
52 H -4.435 -5.454 2.275
53 H 0.677 -0.330 3.677
54 H -5.417 -2.106 0.857
55 H -2.795 -5.534 0.377
56 H -0.624 1.768 -3.166
57 H 1.109 2.994 0.377
58 H -4.815 2.016 -0.070
59 H -3.154 -4.762 3.318
60 H 2.998 2.964 -2.661
61 H 0.890 -1.174 -5.239
62 H 3.099 -0.204 -5.566

- frontier orbital gap (eV) = 8.53
- E_HOMO (eV) = -7.98
- ΔE to the lowest compared entry with this formula, charge and spin (kJ/mol) = 171.5

[3]
This record from OMol25 describes a structure of composition C26H28B2F4N10PbS. The level of theory is the ωB97M-V functional and the def2-TZVPD basis.

Positions of all 72 atoms, in Å:
1 Pb 0.328 0.715 0.299
2 S 5.422 -3.505 3.336
3 F 3.883 0.823 -0.689
4 F 4.405 -1.207 0.237
5 F 2.351 -0.854 -0.805
6 F 4.279 -1.012 -2.037
7 N 2.127 -0.861 1.865
8 N -2.069 1.254 -0.006
9 N -1.001 -1.008 1.335
10 N -1.315 -1.032 -1.837
11 N -0.264 -0.179 -1.749
12 N -3.544 -1.960 -1.326
13 N -3.664 -3.306 -1.189
14 N 7.772 -2.932 -0.438
15 N -2.915 0.240 -0.314
16 N -1.787 -1.804 0.556
17 C -1.303 -1.608 -3.049
18 C 3.019 -0.359 2.705
19 C -5.022 -5.115 -2.140
20 C 4.048 -2.462 2.935
21 C 6.686 -4.384 1.120
22 C -0.230 -1.121 -3.761
23 C 6.764 -1.981 1.507
24 C 1.585 0.644 -3.187
25 C 2.131 -2.162 1.608
26 C -2.796 2.239 0.515
27 C -4.617 -3.682 -2.024
28 C 4.024 -1.122 3.278
29 C 7.477 -1.882 0.325
30 C -0.935 -1.568 2.543
31 C 3.070 -3.032 2.138
32 C -1.644 -2.770 2.539
33 C -0.296 -0.890 3.710
34 C 7.376 -4.143 -0.057
35 C 0.401 -0.214 -2.906
36 C -2.165 3.520 0.954
37 C 6.373 -3.265 1.897
38 C -4.405 -1.504 -2.273
39 C -4.167 0.588 0.031
40 C -5.121 -2.574 -2.740
41 C -4.142 1.864 0.550
42 C -2.170 -2.874 1.267
43 B 3.771 -0.557 -0.847
44 B -2.396 -1.168 -0.741
45 H 7.627 -4.965 -0.715
46 H 1.298 1.462 -3.849
47 H 7.812 -0.916 -0.030
48 H 0.079 0.097 3.445
49 H -4.428 -0.466 -2.557
50 H -2.812 -3.611 0.818
51 H -1.477 3.897 0.196
52 H -5.910 -2.571 -3.470
53 H -5.037 -5.592 -1.161
54 H 3.077 -4.075 1.856
55 H 0.527 -1.478 4.117
56 H 6.391 -5.384 1.401
57 H 1.391 -2.527 0.907
58 H -4.321 -5.667 -2.768
59 H -1.035 -0.767 4.501
60 H 6.533 -1.103 2.089
61 H -1.790 -3.444 3.364
62 H 4.766 -0.670 3.919
63 H -2.052 -2.330 -3.328
64 H 2.984 0.710 2.878
65 H -1.610 3.391 1.885
66 H -6.010 -5.200 -2.587
67 H 0.059 -1.375 -4.765
68 H 2.019 1.064 -2.282
69 H -2.927 4.277 1.126
70 H -4.975 2.442 0.907
71 H -4.991 -0.088 -0.111
72 H 2.362 0.063 -3.680

- <S²> = 0.764
- charge = +1
- frontier orbital gap (alpha / beta) (eV) = 7.64 / 3.35
- E_HOMO (alpha / beta) (eV) = -11.11 / -11.11
- ΔE to the lowest compared entry with this formula, charge and spin (kJ/mol) = 0.0
- multiplicity = 2

> The lowest ΔE to the lowest compared entry with this formula, charge and spin belongs to which entry?

C26H28B2F4N10PbS

> Number 1 is which compound?

C26H27IN8O5STi

> Which of these has the highest ΔE to the lowest compared entry with this formula, charge and spin?

C26H27N5O3S